Entry 1:
This record from the OMol25 dataset describes C20H45N2OP3PrS as an isolated structure in a non-equilibrium geometry. The level of theory is wB97M-V/def2-TZVPD.

calculated total energy	-2912.14554	a.u.
frontier orbital gap (spin up / spin down)	3.2 / 3.3	eV
net charge	+3
2S+1	3
expectation value of S²	2.003

Geometry as XYZ:
```
73
Properties=species:S:1:pos:R:3:forces:R:3
Pr 0.080 0.944 0.456 0.983 -0.268 1.105
P -1.362 0.281 2.909 -1.055 -0.371 1.645
P 1.735 -1.420 0.567 1.407 -1.391 -0.187
P -1.731 -1.103 -0.550 -0.736 -0.835 -0.490
H 0.141 2.791 -1.783 -0.376 -0.104 0.159
C -0.853 2.327 -1.655 -1.492 1.557 0.888
C -1.685 2.709 -0.620 0.745 0.302 -2.305
H -1.419 3.541 0.052 0.190 -0.523 -0.114
C -1.027 1.378 4.342 0.351 0.284 -0.144
C -1.230 -1.336 3.770 0.422 -0.241 -0.373
C -3.190 0.446 2.839 0.026 0.153 -0.456
C 2.745 -1.574 -0.961 -0.288 0.435 -0.141
C 3.077 -1.186 1.797 -0.183 0.442 0.152
C 1.360 -3.190 0.862 -0.582 0.134 0.148
C -3.305 -0.407 -1.180 0.007 0.129 0.077
C -2.340 -2.545 0.395 0.105 -0.077 0.175
C -1.030 -1.879 -2.059 0.081 0.129 -0.005
H -1.166 1.694 -2.487 -0.085 -0.152 0.376
H -2.714 2.362 -0.511 0.245 -0.133 -0.184
H -1.254 2.420 4.084 0.012 -0.148 0.108
H 0.032 1.317 4.625 -0.261 0.007 0.006
H -1.650 1.074 5.196 0.169 0.071 -0.307
H -0.180 -1.536 4.020 -0.237 -0.021 0.028
H -1.599 -2.153 3.139 0.079 0.194 0.201
H -1.818 -1.291 4.698 0.153 0.021 -0.319
H -3.458 1.437 2.453 -0.095 -0.156 0.126
H -3.588 0.337 3.858 0.079 0.008 -0.306
H -3.638 -0.313 2.185 0.085 0.196 0.228
H 3.511 -2.341 -0.787 -0.167 0.218 -0.098
H 3.227 -0.610 -1.169 0.065 -0.256 -0.070
H 2.129 -1.853 -1.825 0.198 -0.020 0.123
H 3.841 -1.959 1.630 -0.197 0.264 0.082
H 2.675 -1.278 2.812 0.152 -0.026 -0.144
H 3.515 -0.183 1.689 0.025 -0.360 0.059
H 2.314 -3.732 0.915 -0.279 0.147 -0.039
H 0.746 -3.602 0.052 0.198 0.025 0.190
H 0.821 -3.304 1.811 0.159 -0.104 -0.197
H -3.833 -1.175 -1.763 0.094 0.293 0.152
H -3.108 0.467 -1.812 -0.170 -0.257 -0.021
H -3.940 -0.088 -0.341 0.100 -0.108 -0.229
H -2.927 -3.183 -0.282 0.155 0.143 0.215
H -2.981 -2.230 1.230 0.154 -0.104 -0.287
H -1.499 -3.125 0.799 -0.253 0.092 -0.127
H -1.833 -2.430 -2.571 0.283 0.114 0.103
H -0.209 -2.571 -1.820 -0.270 0.189 -0.075
H -0.640 -1.109 -2.741 -0.096 -0.247 0.069
C 1.658 -3.132 -5.493 -0.227 0.616 -0.368
C 2.419 -3.062 -6.678 -0.326 0.077 0.684
C 1.957 -2.256 -7.716 -0.311 -0.029 0.024
C 0.740 -1.570 -7.595 0.057 0.124 -0.137
C -0.046 -1.730 -6.454 -0.040 -0.185 0.008
C 0.387 -2.550 -5.412 0.506 0.216 -0.281
O 2.131 -3.653 -4.315 1.544 -0.971 -0.393
H 3.033 -4.035 -4.492 -1.320 0.416 0.317
H 3.365 -3.610 -6.752 -0.290 0.298 0.015
H 2.550 -2.156 -8.629 -0.226 -0.062 0.336
H 0.404 -0.913 -8.405 0.138 -0.322 0.332
H -1.010 -1.219 -6.356 0.323 -0.215 -0.213
H -0.209 -2.724 -4.517 0.157 0.086 -0.231
C -0.351 5.404 2.805 -0.452 0.662 0.313
N 0.525 4.542 2.021 0.433 -1.255 -0.558
C 1.382 3.599 2.455 -0.270 0.408 0.957
S 2.183 2.545 1.304 -0.244 0.218 0.089
N 1.673 3.433 3.757 0.305 -0.276 -1.493
C 1.406 4.357 4.855 -0.121 0.160 0.742
H 0.215 6.190 3.323 -0.289 -0.285 -0.212
H -0.956 4.837 3.528 0.278 0.189 -0.339
H -1.038 5.900 2.114 0.174 -0.101 0.095
H 0.413 4.543 1.006 0.291 0.335 0.628
H 2.374 2.707 3.909 -0.296 0.404 0.059
H 1.974 4.006 5.723 -0.130 0.109 -0.246
H 1.735 5.376 4.622 -0.025 -0.322 0.057
H 0.341 4.348 5.122 0.461 0.060 0.018
```
Forces are in eV/Å.

***

Entry 2:
This record from the OMol25 dataset describes a 3-piece molecular cluster, C20H45NP overall in a non-equilibrium geometry. The level of theory is wB97M-V/def2-TZVPD.

calculated total energy	-1184.98869	a.u.
frontier orbital gap	5.2	eV
net charge	-1

Geometry as XYZ:
```
67
Properties=species:S:1:pos:R:3:forces:R:3
P -3.563 -3.938 4.411 -0.281 -0.171 -0.877
C -2.584 -5.533 3.870 -0.066 -0.956 0.252
C -1.460 -5.907 4.913 -0.383 -0.887 -1.140
C 0.016 -5.853 4.377 0.272 0.693 1.494
C 0.466 -4.433 3.848 0.760 -1.953 -0.222
N 0.019 -4.269 2.446 0.001 0.879 1.358
C -0.619 -3.092 2.157 -0.674 -0.296 -3.010
C -1.023 -3.120 0.760 1.926 -1.831 2.470
C -0.518 -4.427 0.310 -0.032 -0.208 0.273
C 0.119 -5.166 1.380 -1.649 3.231 -1.240
H -4.771 -4.449 3.744 -0.247 -0.074 -0.092
H -3.970 -4.695 5.605 0.185 0.022 0.563
H -2.359 -3.400 5.061 0.518 0.028 0.277
H -3.213 -3.261 3.155 0.096 0.309 -0.054
H -4.270 -2.729 4.867 -0.187 -0.042 0.034
H -3.353 -6.363 3.888 0.606 0.833 -0.028
H -2.241 -5.457 2.807 -0.024 0.048 0.835
H -1.615 -5.266 5.822 0.383 -0.430 -0.671
H -1.644 -6.983 5.204 0.317 1.029 0.040
H 0.258 -6.667 3.640 -0.441 0.905 0.490
H 0.681 -6.062 5.271 -0.492 0.133 -0.836
H 1.591 -4.427 3.843 -0.870 0.166 0.084
H 0.100 -3.601 4.503 0.048 -0.834 -0.810
H -0.768 -2.305 2.918 0.071 -0.902 -0.564
H -1.568 -2.315 0.240 0.426 -0.881 0.251
H -0.641 -4.822 -0.721 0.125 0.296 0.924
H 0.579 -6.166 1.404 -0.395 0.930 0.177
C -0.059 0.914 -0.074 0.048 0.094 0.062
C -1.444 1.545 0.009 -0.004 -0.111 -0.008
C -2.394 1.064 -1.089 -0.076 0.068 0.045
C -1.959 1.401 -2.516 0.125 -0.077 0.005
C -1.745 2.888 -2.797 -0.116 -0.050 -0.118
C -3.010 3.722 -2.633 0.116 0.141 0.025
H 0.449 1.173 -1.007 0.000 -0.021 0.006
H 0.565 1.266 0.750 0.027 -0.067 -0.043
H -0.122 -0.175 -0.007 0.037 0.029 -0.020
H -1.354 2.636 -0.015 -0.044 -0.011 -0.019
H -1.884 1.295 0.979 -0.012 0.032 -0.038
H -3.388 1.481 -0.901 0.009 -0.022 -0.027
H -2.506 -0.023 -1.010 0.013 0.040 0.021
H -2.715 1.014 -3.208 0.020 0.035 -0.002
H -1.036 0.862 -2.752 -0.029 -0.003 0.020
H -1.387 2.997 -3.826 0.041 0.002 0.048
H -0.955 3.289 -2.154 -0.001 -0.036 0.010
H -3.800 3.364 -3.298 -0.008 -0.010 0.056
H -2.809 4.767 -2.881 -0.078 -0.018 0.013
H -3.383 3.692 -1.608 -0.025 -0.017 -0.039
C 5.603 5.582 -2.626 0.097 -0.048 -0.127
C 4.397 5.513 -3.556 -0.043 0.083 0.088
C 3.072 5.333 -2.815 -0.075 -0.023 -0.091
C 2.945 4.035 -2.012 0.105 0.011 0.083
C 3.127 2.750 -2.819 -0.132 -0.013 0.060
C 2.076 2.569 -3.908 0.113 -0.109 -0.050
H 5.731 4.657 -2.061 -0.006 0.048 0.012
H 6.516 5.744 -3.203 0.004 0.005 0.082
H 5.502 6.408 -1.917 -0.001 -0.052 0.018
H 4.540 4.709 -4.284 -0.041 0.010 0.025
H 4.347 6.443 -4.131 -0.018 -0.047 -0.028
H 2.253 5.395 -3.539 0.002 -0.015 0.030
H 2.930 6.177 -2.131 0.021 -0.011 -0.024
H 1.958 4.019 -1.537 0.022 -0.031 -0.020
H 3.671 4.042 -1.193 -0.031 0.021 -0.015
H 3.067 1.900 -2.133 0.047 0.044 -0.015
H 4.126 2.714 -3.264 0.006 0.030 0.035
H 1.071 2.560 -3.478 0.013 0.031 -0.039
H 2.229 1.619 -4.426 -0.075 0.043 -0.015
H 2.125 3.364 -4.654 -0.043 -0.010 0.013
```
Forces are in eV/Å.

***

Entry 3:
This record from the OMol25 dataset describes a 7-piece molecular cluster, C20H46Cl2N6O6 overall in a non-equilibrium geometry. The level of theory is wB97M-V/def2-TZVPD.

calculated total energy	-2489.87729	a.u.
frontier orbital gap (spin up / spin down)	1.5 / 9.0	eV
net charge	-1
2S+1	2
expectation value of S²	0.750

Geometry as XYZ:
```
80
Properties=species:S:1:pos:R:3:forces:R:3
C -15.230 3.693 -16.904 1.407 0.735 -2.961
O -14.419 3.709 -17.871 -1.215 0.557 2.314
N -16.024 2.668 -16.685 0.093 -1.876 0.656
C -16.919 2.553 -15.533 -0.480 -1.537 -0.832
C -15.852 1.422 -17.494 -0.793 0.497 1.014
H -15.520 4.546 -16.270 0.716 0.160 0.034
H -17.014 3.303 -14.747 0.099 0.780 -0.904
H -16.690 1.670 -14.937 0.435 -0.328 -0.111
H -17.826 2.272 -16.068 -0.862 0.468 0.933
H -15.012 1.554 -18.177 -0.181 -0.195 0.279
H -15.814 0.573 -16.812 0.981 0.013 0.254
H -16.769 1.125 -18.003 -0.201 0.779 -0.569
C -15.792 9.060 -18.106 -0.686 1.151 -0.260
O -17.027 8.998 -18.199 2.174 -0.421 0.161
N -15.111 10.037 -17.469 -0.455 0.560 0.523
C -13.652 10.018 -17.378 -0.925 -1.460 -0.479
C -15.839 11.052 -16.720 1.155 0.276 -0.466
H -14.977 8.501 -18.590 -0.951 -1.207 -0.521
H -13.164 10.904 -17.783 -0.165 0.120 0.326
H -13.387 9.163 -18.000 0.484 0.106 -0.220
H -13.319 9.697 -16.391 0.078 0.659 0.241
H -16.009 10.733 -15.691 -0.323 0.116 0.009
H -15.125 11.875 -16.738 -0.317 0.457 0.480
H -16.731 11.375 -17.257 -0.099 -0.350 0.259
C -15.589 9.285 -8.299 0.310 0.140 -0.306
O -14.455 9.204 -7.885 0.925 -0.193 0.305
N -15.914 9.255 -9.612 -1.519 0.270 0.066
C -17.343 9.281 -10.063 0.261 -0.732 -0.391
C -14.972 8.857 -10.671 -0.260 -0.542 0.030
H -16.387 9.412 -7.550 -0.562 0.054 -0.606
H -17.634 10.110 -10.707 0.678 0.155 -0.169
H -18.160 9.235 -9.343 0.752 0.141 0.958
H -17.508 8.360 -10.622 0.052 0.006 -0.362
H -15.304 7.883 -11.030 -0.313 0.012 -0.451
H -14.966 9.580 -11.486 -0.141 0.000 0.034
H -13.942 8.626 -10.397 -0.184 0.667 0.808
C -19.223 4.176 -12.094 0.270 -0.296 1.923
O -18.655 3.117 -12.318 -0.129 0.051 -0.994
N -20.519 4.477 -12.244 1.323 0.600 0.426
C -21.134 5.573 -11.566 -0.555 0.361 -1.345
C -21.428 3.676 -12.894 -1.512 -1.662 -2.170
H -18.719 4.947 -11.492 0.156 0.227 -0.345
H -20.383 6.163 -11.042 -0.602 0.035 0.336
H -22.031 5.188 -11.080 0.428 0.044 1.244
H -21.636 6.109 -12.372 0.340 1.054 0.021
H -22.120 4.191 -13.561 0.087 0.978 0.041
H -20.928 3.042 -13.626 0.062 -0.704 0.651
H -22.131 3.199 -12.211 0.293 -0.756 0.201
C -15.110 3.461 -11.839 2.105 2.563 -0.275
O -14.856 4.666 -12.123 -0.852 -3.251 0.672
N -14.182 2.445 -11.926 0.240 -1.015 0.145
C -14.688 1.069 -11.921 0.646 -0.996 -0.066
C -12.790 2.571 -12.363 0.443 0.332 -0.741
H -16.041 3.116 -11.363 -0.116 0.150 -0.485
H -15.129 0.787 -12.876 -1.079 0.349 0.264
H -15.157 0.724 -10.999 -1.158 0.816 -0.235
H -13.957 0.260 -11.905 1.390 0.748 -0.040
H -12.606 2.224 -13.379 -0.747 0.449 -0.678
H -12.389 3.581 -12.279 -0.460 0.012 0.063
H -12.060 1.895 -11.917 -0.572 -0.067 1.275
C -18.357 11.949 -13.460 -1.113 -1.151 0.653
O -17.463 11.197 -13.152 1.056 -1.051 -0.038
N -18.238 13.249 -13.485 1.539 3.300 0.027
C -19.284 14.191 -13.832 -1.140 -0.608 0.214
C -16.908 13.885 -13.408 0.653 0.365 -0.626
H -19.384 11.585 -13.620 -0.050 0.071 -0.252
H -19.979 14.312 -13.001 0.173 0.352 0.327
H -19.943 13.805 -14.609 0.303 0.022 -0.417
H -18.869 15.159 -14.115 -0.040 -0.257 -0.062
H -16.099 13.403 -12.859 -0.645 -0.713 -0.003
H -16.561 14.041 -14.430 0.249 -0.349 -0.304
H -16.879 14.913 -13.047 -0.933 -0.053 0.485
Cl -14.780 7.746 -14.970 -1.001 -0.647 0.141
C -16.381 6.986 -14.469 -0.639 0.291 -0.075
C -17.340 8.073 -14.075 0.563 1.501 0.735
Cl -18.754 7.430 -13.196 0.019 -0.135 -0.121
H -16.217 6.378 -13.579 0.389 -0.250 -0.372
H -16.889 6.462 -15.279 0.864 -0.433 -0.217
H -17.731 8.726 -14.855 0.159 -0.425 -0.272
H -16.797 8.730 -13.397 -0.378 0.110 0.212
```
Forces are in eV/Å.